Molecular formula: C14H38N10O18
Method: DFT, ωB97M-V with the def2-TZVPD basis set

Geometry as XYZ:
```
80
Properties=species:S:1:pos:R:3:forces:R:3:lowdin_charge:R:1
C -2.925 1.826 -2.377 0.579 0.058 -0.158 0.015
N -3.122 3.270 -2.070 0.111 1.047 -0.151 -0.416
O -3.842 3.921 -2.834 0.919 -0.758 1.029 0.050
O -2.519 3.718 -1.098 -0.954 -0.543 -0.954 0.050
H -1.882 1.693 -2.666 0.094 0.316 0.095 0.064
H -3.528 1.557 -3.244 -0.319 -0.060 0.563 0.100
H -3.052 1.272 -1.446 -0.451 -0.050 -0.328 0.085
C 1.507 1.413 4.511 -0.430 0.481 -0.184 0.019
N 2.696 1.252 5.424 1.273 0.881 -1.036 -0.381
O 2.794 2.060 6.368 0.028 -2.276 -1.625 0.047
O 3.565 0.446 5.012 -1.638 1.456 1.797 0.020
H 0.593 1.085 5.006 0.251 -0.264 0.073 0.082
H 1.672 0.964 3.531 0.202 -0.494 0.558 0.057
H 1.361 2.471 4.295 0.331 0.099 0.454 0.099
C 4.586 3.144 0.721 0.430 0.519 -1.853 0.022
N 3.919 3.205 2.003 1.690 0.231 2.493 -0.440
O 3.806 2.168 2.618 -0.521 -0.490 -0.231 0.054
O 3.717 4.301 2.506 -0.536 -0.127 -0.780 0.070
H 3.822 2.811 0.019 0.158 0.302 -0.222 0.089
H 5.445 2.479 0.633 -0.445 -0.507 0.866 0.104
H 5.020 4.123 0.518 -0.703 0.100 -0.192 0.101
C -2.113 -2.378 -4.525 -0.694 -0.346 -0.089 0.068
N -1.695 -1.361 -3.509 2.884 -0.316 0.107 -0.431
O -2.392 -1.164 -2.584 -3.636 -0.175 2.107 0.052
O -0.629 -0.770 -3.532 0.924 -0.345 -2.053 0.047
H -2.771 -3.107 -4.051 -0.222 0.592 0.329 0.083
H -1.344 -3.029 -4.941 0.577 1.031 -0.083 0.111
H -2.693 -1.780 -5.228 0.247 -0.358 -0.355 0.107
C -0.831 -1.882 4.523 -0.078 1.084 1.063 0.015
N -1.164 -3.139 3.861 0.593 -0.826 -0.942 -0.403
O -2.160 -3.131 3.132 0.989 -0.434 0.899 0.033
O -0.389 -4.088 4.034 -1.482 1.087 -0.393 0.057
H -0.469 -1.103 3.852 0.150 -0.558 -0.483 0.068
H -0.090 -2.079 5.298 -0.188 -0.006 -0.155 0.105
H -1.751 -1.457 4.925 0.015 -0.286 0.176 0.100
C -3.025 1.381 1.935 0.097 1.021 0.010 0.057
N -2.840 1.588 3.390 -1.384 -0.650 0.818 -0.464
O -1.854 1.152 3.890 2.718 -0.955 0.205 0.051
O -3.697 2.094 4.069 -1.229 0.881 -0.606 0.084
H -4.087 1.501 1.722 0.235 -0.308 -0.086 0.104
H -2.536 0.448 1.653 -0.310 0.071 0.111 0.092
H -2.473 2.230 1.530 -0.053 -0.072 -0.474 0.102
C 3.462 -3.327 3.822 0.374 1.689 0.491 0.050
N 2.360 -3.251 2.823 -0.743 -0.344 -0.905 -0.399
O 2.237 -4.250 2.109 -0.023 1.363 0.811 0.055
O 1.669 -2.231 2.729 0.976 -1.372 0.274 0.025
H 3.642 -2.346 4.264 -0.495 0.337 -0.309 0.080
H 4.378 -3.510 3.261 -0.252 -0.931 0.291 0.104
H 3.180 -3.923 4.690 0.149 -0.730 -0.696 0.108
C 0.259 0.538 -0.661 1.366 -0.280 -1.816 0.034
N 0.868 0.638 0.675 -0.478 3.723 0.344 -0.377
O 1.653 1.609 0.821 -0.847 -2.218 -0.059 0.043
O 0.433 -0.044 1.563 0.267 -0.468 0.200 0.061
H 0.841 -0.265 -1.113 -0.648 -0.547 -0.157 0.106
H 0.570 1.385 -1.274 -0.164 0.330 0.565 0.082
H -0.820 0.422 -0.755 0.292 -0.371 0.762 0.076
C 0.729 3.156 -3.535 3.738 -0.597 -1.805 -0.439
O -0.059 3.517 -2.764 -3.605 1.234 3.915 0.071
N 0.522 2.953 -4.806 -0.120 -1.348 -4.859 -0.153
C 1.567 2.473 -5.721 0.060 -0.907 -0.508 -0.060
C -0.781 3.003 -5.491 -0.414 1.421 1.072 -0.027
H 1.805 3.009 -3.353 0.290 -0.027 0.644 0.140
H 2.613 2.477 -5.415 -0.278 0.366 0.787 0.086
H 1.563 2.959 -6.697 -0.297 0.633 0.239 0.082
H 1.362 1.438 -5.995 -0.083 -0.297 0.199 0.085
H -0.687 3.316 -6.531 0.351 -0.170 0.105 0.088
H -1.439 2.135 -5.446 0.552 -0.502 0.151 0.082
H -1.339 3.796 -4.993 -0.184 0.057 -0.005 0.088
C 0.298 -4.311 -1.285 -1.581 -1.144 -1.871 -0.277
O 0.380 -5.215 -2.167 -0.238 2.473 2.544 -0.047
N -0.899 -3.791 -0.816 -1.526 -0.614 -0.129 -0.154
C -1.067 -2.708 0.180 2.468 -1.511 0.251 -0.051
C -2.233 -4.311 -1.243 0.738 0.337 -1.545 -0.035
H 1.160 -3.775 -0.860 0.022 -0.290 0.021 0.127
H -1.501 -3.121 1.091 -0.843 0.276 -0.422 0.065
H -1.474 -1.772 -0.202 -0.223 -0.333 -0.038 0.066
H -0.050 -2.577 0.547 0.212 0.815 -0.052 0.063
H -2.221 -5.296 -1.711 0.441 -0.256 0.697 0.086
H -3.045 -4.196 -0.525 0.613 -0.226 0.512 0.092
H -2.564 -3.707 -2.088 -0.088 0.376 -0.018 0.037
```
Forces are in eV/Å.

As for the LUMO energy: -0.57 eV. For the total energy, the calculation gives -2457.25675 Ha. Its frontier orbital gap is 8.755 eV. Its molar mass is 634.51 g/mol. Its structure (SMILES) is C[N+](=O)[O-].C[N+](=O)[O-].C[N+](=O)[O-].C[N+](=O)[O-].C[N+](=O)[O-].C[N+](=O)[O-].C[N+](=O)[O-].C[N+](=O)[O-].CN(C)C=O.CN(C)C=O.